DFT (ωB97M-V/def2-TZVPD) results for a structure of composition C4H5O5Yb.

Its expectation value of S² is 0.755. The charge is +2. As for the energy relative to the best compared isomer or geometry (same formula, charge and spin): 0.0 kJ/mol. The spin multiplicity is 2. The HOMO-LUMO gap (spin up / spin down) is 8.84 / 7.57 eV.

Element x y z (Å)
O -0.163 -0.712 2.968
O 0.887 0.870 1.956
C -0.124 0.161 2.023
O -1.141 0.121 1.219
C -0.974 0.183 -0.196
C -2.141 -0.471 -0.852
H -0.912 1.251 -0.443
H -1.931 -0.517 -1.931
H -3.036 0.154 -0.727
H -2.315 -1.483 -0.469
O 2.616 -0.442 -2.615
C 2.549 -0.099 -1.507
O 3.162 0.208 -0.524
Yb 3.310 0.867 1.729
H 0.215 -0.090 -0.631

Cartesian forces, eV/Å:
O -0.3925 0.1000 0.2445
O 1.4832 0.3467 -0.5190
C -0.2184 -0.6670 -0.3405
O 0.6096 -0.6475 1.3362
C 3.0221 1.6881 -2.2768
C 0.0391 -0.3281 -0.6095
H -0.4328 -0.1552 0.0438
H -0.1531 -0.1057 0.3057
H 0.2550 -0.2828 0.1381
H -0.0052 0.2330 -0.1445
O -2.5402 0.5429 1.7728
C 4.5924 -0.9387 -3.0926
O -1.9806 0.4333 1.4749
Yb -1.0874 0.0449 0.0020
H -3.1911 -0.2641 1.6649